(1)
Computed, not measured: C3H14O4 as an isolated structure in a non-equilibrium geometry, with wB97M-V/def2-TZVPD.

```
21
Properties=species:S:1:pos:R:3:forces:R:3
C 0.99253 0.51525 -0.53183 -0.33 -2.70 0.78
O 1.35992 -0.03700 2.86380 0.92 0.25 0.61
C 0.63197 -0.91549 -0.09350 1.09 5.03 0.21
C 1.59088 -0.95503 -1.40583 1.45 -2.09 -2.31
H 0.38816 1.12376 -1.24256 -0.01 -1.02 0.80
H 1.89711 1.00910 -0.16562 -0.31 -0.42 0.17
H 0.42670 -0.01016 2.64253 -1.17 -0.09 -0.41
H -0.42088 -1.10071 -0.07701 -0.42 -0.43 -1.13
H 1.16892 -1.40301 0.71553 0.04 0.64 -0.01
H 2.42671 -1.62159 -1.00525 -1.07 1.03 -0.69
H 2.19069 -0.24697 -2.10954 -1.27 -0.32 1.57
H 0.96826 -1.48026 -2.17714 0.46 0.50 0.74
H -2.26018 2.28391 0.14737 -0.25 0.15 0.41
H -1.58637 0.67459 1.03477 0.24 0.20 0.76
O -1.66395 1.54098 0.14194 0.45 -0.35 -0.95
H -1.91674 0.71272 -1.32421 0.10 0.56 0.96
H -2.62205 0.25402 -2.58134 -2.27 0.12 -1.34
O -1.82171 0.18582 -2.13972 2.44 -0.73 0.49
H 1.40622 0.39181 3.73217 0.07 -0.22 -0.40
H -1.87826 -0.81452 1.72433 -0.93 -1.13 0.15
O -1.27793 -0.10721 1.85111 0.78 1.03 -0.40
```
Forces are in eV/Å.

Properties
- largest force on an atom (eV/A) = 5.15
- highest occupied orbital energy (eV) = -8.71


(2)
Computed, not measured: a 3-piece molecular cluster, C3H15N2O2 overall in a non-equilibrium geometry, with wB97M-V/def2-TZVPD.

```
22
Properties=species:S:1:pos:R:3:forces:R:3
C 0.69840 -0.53246 -0.49299 0.51 2.44 -0.51
C 0.85108 0.70793 -1.59920 1.29 -2.78 2.84
C 0.02098 1.89350 -1.23254 -1.62 1.71 2.20
N -1.43382 1.43359 -1.50285 -0.15 1.12 2.68
N -0.73210 -0.88835 -0.49112 0.24 1.04 1.53
H 1.00274 -0.09862 0.52255 -0.72 -0.64 -1.35
H 1.41663 -1.35508 -0.69959 -0.69 0.44 -0.20
H 0.47177 0.20571 -2.48037 0.34 0.51 -0.69
H 1.93789 0.82438 -1.56158 -0.29 0.66 -0.77
H -0.10251 2.32522 -0.12099 0.76 -2.18 -1.55
H 0.32534 2.90332 -1.54696 -0.39 -0.65 -1.54
H -1.88008 1.47497 -2.40490 0.49 -0.15 -0.70
H -2.04135 1.97990 -0.87285 0.16 -0.02 -0.56
H -0.98055 -1.68116 -1.07073 0.09 -0.18 0.41
H -0.94206 -0.99841 0.51845 -0.66 -1.01 -0.91
H -1.41243 0.39667 -0.93385 0.49 -0.31 -1.25
H -1.51751 -2.05393 2.83215 -1.84 -0.64 1.02
H -0.26531 -1.53021 2.50882 1.45 0.27 -0.36
O -0.99006 -1.96612 2.06642 0.28 0.25 -0.54
H 2.30667 -1.01061 2.19773 -0.59 -0.12 0.50
H 1.77339 -1.00615 3.62628 0.64 0.04 1.73
O 1.49293 -1.02407 2.73812 0.20 0.19 -1.99
```
Forces are in eV/Å.

Properties
- largest force on an atom (eV/A) = 4.18
- net charge = +1
- highest occupied orbital energy (eV) = -13.69


(3)
Computed, not measured: a 3-piece molecular cluster, C3H15N2O2 overall in a non-equilibrium geometry, with wB97M-V/def2-TZVPD.

```
22
Properties=species:S:1:pos:R:3:forces:R:3
C 0.84580 0.16843 -1.85114 0.43 -1.02 0.53
N 0.22586 -0.78222 -2.75723 0.15 -0.66 0.14
C -0.25735 0.71635 -0.94623 1.80 0.96 -1.35
N -0.50178 -0.29476 0.12816 -0.91 1.07 0.45
C -1.87732 -0.00401 0.63708 -1.34 1.81 1.20
H 1.52705 -0.35909 -1.14518 -0.25 -0.09 -0.56
H 1.54008 0.85547 -2.33063 -0.51 0.74 0.00
H 0.85462 -1.52099 -3.04901 -0.01 0.13 0.00
H -0.14990 -0.35540 -3.59276 0.02 0.15 0.03
H 0.10050 1.66960 -0.51436 -0.35 -0.68 0.43
H -1.14499 0.96552 -1.52784 -0.11 -0.52 0.28
H 0.27175 -0.14455 0.79203 -0.66 0.34 0.75
H -0.35472 -1.28531 -0.08066 -0.47 0.16 -1.09
H -1.95296 0.99669 1.12794 1.10 -0.96 0.14
H -2.61475 0.27130 -0.11877 0.51 -1.18 -0.87
H -2.33993 -0.70367 1.32162 0.55 -0.50 -0.04
H -0.32435 1.64189 3.09091 0.22 -0.63 0.22
H -0.08284 2.52522 1.96528 0.43 -0.28 -0.36
O 0.07669 1.59779 2.21280 -0.40 1.06 0.27
H 1.48493 -2.55974 2.36749 0.69 0.05 0.22
H 2.79641 -1.64345 2.25937 0.00 -0.45 0.30
O 1.87719 -1.75508 2.01113 -0.88 0.49 -0.66
```
Forces are in eV/Å.

Properties
- largest force on an atom (eV/A) = 2.55
- net charge = +1
- highest occupied orbital energy (eV) = -13.28


Number 1: HOMO-LUMO gap 8.093 eV, E -423.48567 Eh. Number 2: HOMO-LUMO gap 10.973 eV, E -383.01389 Eh. Number 3: HOMO-LUMO gap 10.598 eV, E -383.03019 Eh.